{"formula": "C71H178N20O23", "method": "wB97M-V/def2-TZVPD", "fmax_ev_per_a": 4.66, "gap_ha": 0.3163, "elements": ["C", "O", "C", "C", "N", "C", "C", "O", "C", "H", "H", "H", "H", "H", "H", "H", "H", "H", "H", "H", "H", "H", "H", "H", "C", "O", "C", "C", "N", "C", "C", "O", "C", "H", "H", "H", "H", "H", "H", "H", "H", "H", "H", "H", "H", "H", "H", "H", "C", "O", "C", "C", "N", "C", "C", "O", "C", "H", "H", "H", "H", "H", "H", "H", "H", "H", "H", "H", "H", "H", "H", "H", "C", "O", "C", "C", "N", "C", "C", "O", "C", "H", "H", "H", "H", "H", "H", "H", "H", "H", "H", "H", "H", "H", "H", "H", "C", "O", "C", "C", "N", "C", "C", "O", "C", "H", "H", "H", "H", "H", "H", "H", "H", "H", "H", "H", "H", "H", "H", "H", "C", "O", "C", "C", "N", "C", "C", "O", "C", "H", "H", "H", "H", "H", "H", "H", "H", "H", "H", "H", "H", "H", "H", "H", "C", "O", "C", "C", "N", "C", "C", "O", "C", "H", "H", "H", "H", "H", "H", "H", "H", "H", "H", "H", "H", "H", "H", "H", "C", "O", "C", "C", "N", "C", "C", "O", "C", "H", "H", "H", "H", "H", "H", "H", "H", "H", "H", "H", "H", "H", "H", "H", "C", "O", "N", "N", "H", "H", "H", "H", "C", "O", "N", "N", "H", "H", "H", "H", "C", "O", "N", "N", "H", "H", "H", "H", "C", "O", "N", "N", "H", "H", "H", "H", "C", "O", "N", "N", "H", "H", "H", "H", "C", "C", "C", "C", "C", "C", "N", "O", "C", "C", "C", "H", "H", "H", "H", "H", "H", "H", "H", "H", "H", "H", "H", "H", "H", "H", "H", "H", "H", "H", "C", "C", "C", "C", "C", "C", "N", "O", "C", "C", "C", "H", "H", "H", "H", "H", "H", "H", "H", "H", "H", "H", "H", "H", "H", "H", "H", "H", "H", "H"], "coordinates": [[3.53302, -0.84916, 2.61548], [4.54788, -1.82803, 2.41369], [4.04759, -3.06509, 1.99423], [5.24263, -3.95915, 1.84483], [4.99501, -5.22472, 1.02033], [5.80832, -6.44633, 1.50598], [5.16859, -7.64188, 0.94516], [3.81364, -7.78772, 1.34831], [3.62568, -8.48432, 2.61177], [3.03651, -0.97927, 3.62293], [2.74193, -0.98377, 1.88159], [4.04441, 0.14895, 2.62918], [3.49866, -3.03212, 1.01578], [3.35815, -3.44376, 2.79496], [5.56180, -4.24955, 2.89126], [6.05654, -3.40347, 1.33151], [4.04999, -5.43898, 1.26886], [5.85479, -6.46008, 2.60793], [6.83206, -6.31703, 1.10534], [5.68933, -8.61415, 1.15907], [5.02821, -7.48179, -0.10585], [3.89548, -7.87049, 3.50030], [3.98759, -9.48261, 2.69395], [2.52412, -8.57943, 2.74086], [-1.99404, 1.33722, 2.60228], [-1.21578, 0.66897, 3.65270], [-1.69566, -0.65089, 3.90670], [-1.76805, -1.50332, 2.61596], [-0.41586, -1.70990, 2.07604], [-0.49894, -2.07114, 0.64630], [0.87598, -1.99289, 0.01013], [1.37728, -0.70796, 0.11696], [2.69893, -0.52985, -0.49201], [-1.56458, 1.15215, 1.61744], [-2.01682, 2.46677, 2.81079], [-3.04742, 1.08440, 2.60710], [-2.65372, -0.61054, 4.47723], [-0.89571, -1.11024, 4.51709], [-2.53728, -1.14680, 1.90722], [-2.27699, -2.46386, 2.90014], [0.05706, -0.80931, 2.12736], [-1.21267, -1.41751, 0.09609], [-0.80550, -3.09472, 0.54585], [0.76248, -2.33892, -1.05161], [1.53266, -2.78036, 0.42110], [3.28016, -1.30436, -0.08473], [3.05066, 0.44226, -0.23314], [2.65620, -0.56221, -1.54421], [-4.32955, 2.82131, 5.87405], [-5.07144, 1.74084, 6.35691], [-6.10026, 1.21213, 5.55689], [-6.71761, 0.04337, 6.29044], [-5.85447, -1.16704, 6.39973], [-5.86178, -1.98812, 5.17558], [-5.05728, -3.24890, 5.37659], [-3.74265, -2.86412, 5.66416], [-2.91070, -3.99613, 5.90695], [-3.68913, 3.18921, 6.61929], [-5.04749, 3.62603, 5.70817], [-3.82493, 2.62695, 4.88561], [-5.74204, 0.77123, 4.64340], [-6.83788, 2.02552, 5.46198], [-7.66671, -0.28315, 5.82683], [-7.04407, 0.34489, 7.31685], [-4.90839, -0.93461, 6.61379], [-5.54909, -1.37800, 4.30569], [-6.90826, -2.30223, 4.97709], [-5.22283, -3.96257, 4.55424], [-5.44453, -3.70861, 6.32791], [-3.17633, -4.31768, 6.92203], [-1.88726, -3.75311, 5.88456], [-3.23881, -4.73269, 5.06269], [1.67940, 2.00315, 1.61007], [2.53857, 2.96983, 2.10383], [2.18058, 4.25486, 1.82779], [3.17502, 5.25696, 2.42006], [4.51914, 5.28604, 1.82521], [5.53403, 5.22394, 2.86127], [5.58247, 3.78729, 3.42997], [6.45678, 3.80876, 4.57581], [6.31618, 2.64390, 5.46453], [0.63995, 2.08752, 1.95202], [2.15751, 1.05671, 1.76252], [1.58098, 2.01933, 0.49847], [1.16894, 4.56909, 2.23357], [2.10847, 4.39554, 0.77818], [3.16625, 5.07143, 3.50291], [2.75840, 6.24874, 2.31685], [4.56339, 6.12074, 1.24624], [5.37680, 5.88667, 3.71092], [6.49535, 5.55941, 2.41123], [6.03026, 3.08353, 2.75080], [4.60262, 3.34033, 3.78723], [5.52884, 2.69224, 6.24208], [7.27452, 2.52966, 5.94857], [6.28742, 1.77951, 4.86579], [-0.83643, 1.45512, -1.67718], [-2.15188, 1.24133, -1.00317], [-3.09038, 0.63553, -1.85120], [-4.19604, 0.03707, -0.94334], [-4.69549, 1.03555, -0.07814], [-5.57236, 0.63268, 0.96935], [-6.25173, 1.82794, 1.58563], [-5.30776, 2.77279, 2.18699], [-5.96476, 3.85530, 2.89170], [-0.50754, 0.52342, -2.16185], [-0.23836, 1.81334, -0.84729], [-0.89472, 2.26794, -2.38385], [-2.74329, -0.19568, -2.50307], [-3.49841, 1.34193, -2.49475], [-3.83501, -0.78610, -0.31741], [-4.99728, -0.46443, -1.55227], [-3.93900, 1.63002, 0.25234], [-5.13122, 0.02564, 1.82886], [-6.30485, 0.01819, 0.56063], [-6.94830, 1.63182, 2.36582], [-6.72334, 2.36708, 0.70085], [-6.46993, 4.62226, 2.21454], [-5.15745, 4.33211, 3.38592], [-6.73391, 3.60304, 3.66596], [2.39422, 8.31220, 6.85699], [2.06237, 6.97267, 7.26254], [3.21584, 6.24020, 7.65674], [2.76161, 4.77539, 7.70451], [2.25753, 4.49912, 6.47209], [1.65972, 3.14853, 6.39076], [0.88175, 2.91448, 5.09137], [0.04641, 4.06206, 4.81069], [-1.02568, 4.14887, 5.71276], [1.52394, 8.79370, 6.36553], [3.26406, 8.31393, 6.28318], [2.72919, 8.90956, 7.76090], [3.76971, 6.54461, 8.59907], [3.97814, 6.25476, 6.84254], [2.04239, 4.45879, 8.47259], [3.67459, 4.17352, 7.91266], [1.63302, 5.19013, 6.15451], [0.93073, 3.05553, 7.22582], [2.38786, 2.35725, 6.35907], [0.37577, 1.94055, 5.11465], [1.48169, 2.91074, 4.20993], [-1.52100, 4.99972, 5.31939], [-0.67278, 4.48795, 6.66119], [-1.73219, 3.22802, 5.83886], [-3.48887, -8.02333, -2.28136], [-3.09412, -8.30291, -3.65505], [-3.81937, -7.54949, -4.60549], [-3.39048, -7.83600, -6.01066], [-2.00710, -7.52649, -6.34223], [-1.74561, -6.05101, -6.15672], [-0.33903, -5.66850, -6.57210], [-0.14103, -4.29513, -6.12908], [1.19819, -3.83667, -6.37614], [-4.59823, -7.89107, -2.31114], [-3.10425, -7.02418, -1.89036], [-3.39212, -8.85245, -1.58080], [-3.72313, -6.51522, -4.28973], [-4.90354, -7.76999, -4.59154], [-3.95093, -7.17731, -6.66250], [-3.56661, -8.91942, -6.36687], [-1.39820, -8.03441, -5.74858], [-1.88880, -5.79666, -5.09155], [-2.41933, -5.40558, -6.77925], [-0.30850, -5.78575, -7.68977], [0.34075, -6.32028, -6.16584], [1.94082, -4.48618, -5.87139], [1.30711, -2.80319, -6.00240], [1.36084, -3.83695, -7.45568], [-0.56176, 4.51746, -3.76669], [0.77109, 4.15086, -3.64323], [1.51633, 4.79238, -2.65294], [2.88886, 4.38525, -2.91691], [3.12625, 2.90161, -2.68297], [4.44400, 2.62339, -3.25675], [4.83786, 1.21146, -3.20618], [3.75794, 0.31670, -3.68548], [4.24088, -1.04199, -3.66670], [-1.16482, 4.43343, -2.86778], [-1.02238, 3.73976, -4.38390], [-0.66836, 5.55849, -4.14481], [1.28772, 4.60311, -1.59974], [1.44409, 5.89519, -2.73581], [3.46640, 4.97848, -2.16933], [3.27548, 4.67081, -3.88463], [2.39064, 2.41612, -3.15439], [5.28771, 3.14201, -2.73440], [4.49555, 2.91371, -4.35552], [4.99923, 1.01660, -2.18113], [5.70367, 0.91394, -3.78523], [4.80209, -1.31915, -4.56993], [3.30099, -1.63284, -3.68367], [4.75418, -1.29663, -2.78751], [0.55045, -5.61913, 2.52175], [1.64384, -5.58922, 1.94671], [-0.26807, -6.73708, 2.59734], [0.06455, -4.54951, 3.20821], [0.08249, -7.54554, 2.18414], [-1.31005, -6.73900, 2.79398], [0.41761, -3.64316, 2.86836], [-0.97954, -4.47611, 3.23705], [-1.98710, -3.58675, -3.12366], [-2.95120, -3.49205, -2.32375], [-0.73662, -3.96082, -2.71126], [-2.11410, -3.15167, -4.43232], [-0.01821, -4.17936, -3.32696], [-0.68647, -4.38321, -1.81344], [-1.38126, -3.43710, -5.10765], [-3.09210, -3.15120, -4.73253], [0.44744, -7.04984, -1.16887], [-0.11627, -6.02222, -0.84985], [0.04319, -7.72902, -2.30260], [1.38340, -7.63941, -0.37479], [0.26163, -8.68231, -2.43248], [-0.88086, -7.57980, -2.66533], [1.94190, -8.36165, -0.80595], [1.83209, -7.07433, 0.34474], [-3.28593, -4.66611, 1.47393], [-2.95814, -5.12909, 2.53606], [-4.34449, -3.78609, 1.41996], [-2.68864, -4.96493, 0.30820], [-4.26509, -3.06324, 0.67051], [-4.38577, -3.33397, 2.30905], [-3.00971, -4.49970, -0.52128], [-2.10844, -5.77833, 0.22102], [2.93199, -5.17986, -2.64166], [2.01831, -4.97585, -3.44750], [3.96455, -6.08680, -2.86600], [2.96174, -4.62326, -1.39849], [3.88527, -6.73242, -3.64612], [4.60202, -6.15851, -2.10198], [3.47951, -5.00591, -0.61879], [2.19149, -4.03159, -1.06339], [-3.36237, 4.60734, -0.41415], [-2.54651, 5.67888, 0.17603], [-1.07036, 5.23332, 0.16098], [-0.20167, 6.36773, 0.54562], [-0.36833, 7.51428, -0.49146], [-1.79834, 8.09064, -0.63484], [-2.68508, 6.87605, -0.78505], [-4.04319, 7.38323, -0.65678], [-2.26185, 9.01516, 0.56039], [-1.91397, 8.87187, -1.97600], [-2.96321, 5.88882, 1.64881], [-3.08150, 3.68323, 0.14477], [-3.02119, 4.47438, -1.41315], [-4.43122, 4.72642, -0.39177], [-1.05612, 4.44568, 0.92861], [-0.73176, 4.70635, -0.77826], [0.84481, 6.25204, 0.58599], [-0.42577, 6.74411, 1.50658], [0.01767, 7.29646, -1.46166], [0.20579, 8.34762, -0.11907], [-2.01626, 8.55831, 1.52808], [-1.66570, 9.91977, 0.43638], [-3.28351, 9.33416, 0.51777], [-1.01318, 9.56039, -2.05849], [-1.96226, 8.12487, -2.80774], [-2.83901, 9.52078, -1.90169], [-2.37068, 6.63819, 2.16416], [-2.94726, 4.91676, 2.18923], [-4.03409, 6.11778, 1.59548], [-4.57814, 6.92938, -1.33595], [-0.53516, 1.54405, -7.12226], [0.13532, 0.23398, -6.66811], [-0.12526, -0.91214, -7.67532], [0.62703, -0.74730, -8.98169], [2.12454, -0.62113, -8.63220], [2.49387, 0.54402, -7.62841], [1.63748, 0.37794, -6.44075], [1.74497, 1.44594, -5.61197], [3.93129, 0.23717, -7.23087], [2.54005, 1.93563, -8.33844], [-0.44036, -0.11216, -5.31214], [-1.62007, 1.42045, -7.17705], [-0.20245, 1.82508, -8.10096], [-0.40401, 2.37113, -6.43259], [0.03379, -1.84816, -7.20118], [-1.18962, -0.87153, -7.81002], [0.32652, 0.09561, -9.55403], [0.39263, -1.60117, -9.69237], [2.63413, -0.35041, -9.51464], [2.40551, -1.49639, -8.07869], [4.36010, 1.04169, -6.66974], [3.97784, -0.71389, -6.59252], [4.52163, -0.10266, -8.07258], [1.62126, 2.22813, -8.88852], [2.65110, 2.70369, -7.58234], [3.38897, 2.03761, -9.08270], [-0.71124, 0.74956, -4.71215], [0.33128, -0.63626, -4.65773], [-1.27198, -0.73066, -5.45307], [2.39541, 1.11236, -4.96741]], "atomic_forces_ev_per_a": [[0.29, -0.02, 1.46], [-0.01, 0.71, -0.33], [-0.92, -0.52, 0.20], [1.54, -1.68, 0.00], [0.89, 0.19, 1.45], [0.07, 2.83, 0.05], [-0.77, -1.80, 0.07], [-0.18, -1.14, 1.58], [-2.04, 2.08, 0.20], [0.49, 0.02, -0.74], [0.06, 0.49, -0.09], [-0.68, -0.84, -0.34], [0.25, 0.23, 0.74], [0.23, -0.02, -0.84], [0.03, 0.33, -1.06], [-0.43, -0.20, 0.56], [-0.92, -0.61, 0.23], [0.02, -0.06, -0.25], [-0.40, -0.19, 0.28], [-0.01, 0.94, -0.32], [0.54, -0.19, -0.88], [0.41, -0.31, -0.67], [0.95, -0.70, -0.43], [0.58, 0.12, -0.35], [0.63, 1.57, 1.26], [-1.06, 0.63, -1.16], [0.32, -0.24, -0.38], [-0.92, -0.83, 1.28], [-1.04, 0.25, -0.60], [0.68, 0.79, 0.16], [-0.60, -1.33, -1.28], [1.02, 1.07, -0.46], [-2.22, -0.03, 1.01], [-0.02, -0.04, -0.06], [0.52, -1.53, -0.20], [-0.25, -0.51, 0.12], [0.52, -0.22, -0.50], [-0.56, 0.15, 0.05], [0.61, 0.62, -0.20], [0.93, 0.29, 0.07], [0.03, -0.02, 0.03], [0.31, -0.25, 0.19], [-0.46, -0.62, 0.03], [-0.03, 0.61, 0.32], [0.05, 0.41, 0.57], [1.37, -0.84, 0.21], [0.29, 0.62, 0.47], [-0.28, -0.31, -1.40], [-1.70, 0.01, -2.18], [0.87, -1.18, 0.87], [-0.43, 0.36, 1.02], [-0.35, -0.92, 1.37], [-1.32, 0.08, -0.69], [-0.91, 0.53, 0.20], [-0.81, 0.36, 1.67], [0.99, 0.38, -0.97], [-2.96, -1.12, -1.11], [1.10, -0.04, 1.00], [-0.02, 0.46, -0.33], [-0.18, -0.02, 0.95], [0.35, 0.55, -1.01], [-0.09, -0.34, -0.70], [0.46, 0.24, -0.19], [0.54, -0.07, -0.62], [0.62, 0.37, 0.27], [0.20, -0.50, -0.07], [0.43, 0.21, 0.10], [0.61, 0.12, -0.03], [-0.08, 0.00, -0.82], [0.18, -0.67, -0.22], [1.20, 0.50, -0.34], [1.23, 0.61, 1.75], [-0.53, -0.17, -1.78], [0.68, -0.75, 0.90], [-0.75, 2.12, 0.78], [-0.48, -0.35, -0.01], [-0.81, -0.19, 0.34], [0.58, -0.53, -0.39], [0.10, -0.28, 1.55], [-0.45, -0.64, 1.26], [0.81, 1.89, -0.52], [0.22, -0.15, 0.58], [-0.29, -0.52, 0.66], [0.23, 0.51, 0.29], [0.69, -0.69, -0.07], [-0.01, 0.15, -1.46], [0.46, -0.01, -0.13], [-0.55, 0.38, -0.06], [0.45, -0.25, 0.31], [-0.32, 0.27, 0.21], [-0.37, -0.68, 0.37], [-0.06, -0.27, -0.84], [0.66, 0.97, -0.80], [0.07, 0.24, -0.75], [0.29, 0.38, 0.47], [-0.77, -1.33, -0.81], [-1.78, -0.21, 1.34], [1.98, -0.24, -1.11], [-0.60, -2.40, 1.29], [0.09, -0.97, -0.78], [-0.23, 1.62, 0.26], [1.42, 0.50, 2.16], [0.50, 2.44, -1.43], [-1.16, -0.26, 0.23], [-0.75, 0.04, -1.18], [0.11, 0.32, 0.38], [0.58, -0.39, -0.10], [-0.23, 0.15, -0.51], [0.53, 0.32, 0.54], [-1.00, 1.56, -1.24], [0.80, -0.40, -0.23], [0.48, 0.78, 0.24], [-0.22, -0.15, -0.01], [0.15, 0.35, -0.81], [-1.58, -1.13, -0.75], [-0.91, -0.71, 0.38], [0.08, -0.46, 1.14], [0.68, -1.08, 0.40], [0.63, 0.68, 0.53], [0.61, -0.53, -0.68], [-1.09, 0.23, 2.46], [0.70, 1.20, 0.18], [0.45, -0.83, 0.30], [1.96, 0.56, 2.33], [-0.29, -3.33, -3.25], [-1.07, 1.13, -0.77], [0.03, 1.34, 0.09], [-0.18, -1.97, 0.15], [-0.80, -0.64, -0.27], [0.62, -0.46, 0.32], [1.27, -0.15, -1.68], [-0.79, -0.40, -0.67], [-1.12, 0.16, -0.73], [-0.40, 0.22, 0.33], [-0.01, 0.70, 0.68], [-0.30, 0.19, -0.10], [-0.93, 0.75, -0.42], [0.53, -0.51, -0.06], [0.63, -0.25, 0.74], [-0.48, 0.39, 0.13], [1.07, -0.23, -0.33], [-1.40, 0.62, -0.23], [0.25, -0.15, 1.17], [1.56, 1.44, -0.56], [-1.83, 1.49, -0.94], [0.45, -0.70, 1.34], [-0.94, -0.22, 0.76], [0.85, -1.20, -1.20], [-0.22, 2.15, -0.84], [-0.27, -0.60, 0.26], [-2.18, 1.87, -1.56], [0.67, -1.04, -0.47], [0.09, -0.23, 0.23], [0.55, 0.09, 0.11], [0.00, -1.32, -0.48], [0.92, -0.07, -0.42], [0.00, 0.54, -0.47], [0.19, -0.14, 0.43], [-0.62, -0.06, -0.14], [-0.04, 1.56, 0.94], [0.71, -0.47, 0.69], [0.07, 0.24, -0.38], [0.10, -0.91, 0.58], [0.34, 0.48, 0.79], [2.03, -1.36, 1.26], [-0.43, 0.30, -0.19], [-0.16, -0.56, -0.02], [0.20, 0.05, -0.09], [-0.90, 0.03, -0.34], [-0.40, -0.52, 0.44], [-0.44, 1.09, -0.41], [2.18, -0.89, 1.87], [1.12, 2.35, 0.31], [0.20, 0.79, -1.98], [-1.50, -2.02, -0.59], [1.54, 0.38, 0.53], [-2.65, 0.16, -1.63], [0.25, 0.26, 0.71], [0.07, 0.55, -0.61], [-0.07, -0.63, -0.09], [-0.59, -0.63, -0.08], [-0.06, -0.18, -0.25], [0.22, -0.66, -0.37], [-0.26, 0.17, -0.58], [-0.26, -0.47, -0.52], [-0.98, 0.10, -0.25], [-0.12, 0.20, 0.96], [0.30, -0.89, 1.36], [0.48, 0.56, -0.10], [0.14, 0.35, 0.24], [0.61, 0.01, -0.04], [0.93, -0.09, 1.30], [-0.71, -0.31, -0.06], [-0.30, -0.57, 0.20], [-1.38, 1.06, 0.69], [-1.39, 1.49, -0.36], [0.58, -1.30, -0.88], [2.06, 0.67, -0.27], [0.00, -0.49, 0.27], [1.18, -0.48, 0.15], [-0.27, 0.95, 0.61], [0.88, -0.51, -0.78], [-2.38, 0.98, 0.26], [-0.06, -0.63, 0.28], [1.47, -0.46, -1.34], [0.10, -0.46, 0.61], [-0.78, 0.17, 0.48], [0.75, 0.10, 0.05], [-0.88, -0.69, 0.10], [-0.29, 0.91, 0.39], [0.21, 0.13, -0.14], [0.36, -0.30, -0.62], [0.69, -0.97, 0.17], [-0.20, 0.74, 0.11], [0.10, 0.11, 0.29], [-0.16, 0.05, -0.09], [-0.13, 0.19, -1.46], [0.75, -1.18, 2.15], [0.14, 1.50, -1.42], [-0.48, 0.11, -0.02], [-0.23, -0.97, 0.68], [-0.40, 0.32, 0.60], [0.12, 0.07, -0.71], [0.42, 0.07, 0.09], [-0.93, -0.99, 0.03], [0.94, 0.04, 0.19], [-1.11, 1.04, -0.25], [-0.52, 0.95, 0.72], [0.23, 0.37, 0.58], [0.56, -0.57, -0.10], [0.46, -0.13, -0.40], [0.39, -0.62, -0.89], [0.31, -1.90, 0.61], [1.02, 1.78, -0.10], [-0.19, -1.59, 0.00], [-0.19, 1.76, -2.03], [-1.02, 0.93, 1.62], [-1.21, -1.06, 0.16], [-0.35, -0.07, 0.72], [-0.07, -0.44, -0.29], [1.90, -0.56, -0.73], [0.02, 0.63, 0.78], [-0.92, -0.52, -0.62], [-0.54, 0.37, -0.45], [0.02, -0.28, -1.05], [-0.43, 0.19, 0.17], [0.28, -0.02, -0.09], [-0.58, 0.86, 0.68], [1.33, -1.05, -0.08], [-0.58, 0.42, 1.16], [0.22, -0.60, -0.73], [0.53, 0.47, 0.03], [-0.19, 0.25, -0.24], [0.15, 0.15, 0.30], [-0.59, -0.30, -0.13], [-1.05, -0.81, -0.14], [0.04, 0.89, 0.56], [0.98, -0.81, -0.53], [-0.27, -0.05, 0.15], [0.41, 0.52, -0.33], [0.23, 0.57, 0.40], [0.69, 0.20, 0.29], [-0.35, -0.35, -0.03], [1.17, 0.38, -0.01], [-0.50, 1.68, 0.11], [0.55, -1.43, 0.20], [-1.71, 1.35, 1.16], [-0.16, -0.60, -1.53], [-1.74, -1.51, -2.29], [1.33, 1.56, 1.93], [-0.22, -2.29, 1.18], [-0.38, 0.14, -0.65], [2.07, -0.18, 1.35], [-0.02, -0.31, -0.05], [0.12, 0.33, -0.52], [0.48, 0.00, 0.13], [0.52, -0.80, 0.26], [-0.77, -0.06, -0.40], [-0.48, 1.10, -0.22], [0.60, 0.61, 0.93], [1.18, -0.50, -1.02], [0.62, -0.82, -0.39], [0.57, 0.48, 0.17], [-0.40, 1.36, -0.43], [0.27, 0.72, -0.48], [0.43, -0.49, 0.24], [0.24, 0.18, 0.19], [-0.81, -0.41, 0.98], [-0.19, 0.32, -0.17], [-0.93, 0.23, -0.96], [-1.40, -0.99, 0.12], [-0.11, 0.37, 0.22]], "mulliken_charge": [0.42, -0.44, 1.35, -0.96, -0.11, -0.65, -0.52, -0.01, -0.83, 0.24, -0.66, 0.14, -0.87, 0.20, 0.28, 0.27, -0.13, 0.40, 0.40, 0.44, 0.05, 0.33, 0.38, 0.15, 0.38, 0.01, -0.90, 1.72, 0.35, 1.94, 1.18, 0.52, -1.65, 0.04, -0.75, 0.44, 0.19, 0.27, -1.07, -0.89, -0.06, -0.87, -0.79, 0.28, -1.44, 0.33, 0.15, 0.61, -0.42, -0.47, 0.89, -1.26, -0.36, 0.36, -0.80, -0.23, -0.80, 0.55, 0.29, -0.11, -0.47, 0.25, 0.43, 0.38, 0.32, -0.49, 0.46, 0.44, 0.41, 0.36, 0.22, 0.28, 1.71, -0.78, 1.35, -1.41, -0.32, -0.75, 0.33, -0.44, -0.75, 0.51, -1.36, -0.29, -0.30, -0.44, 0.08, 0.76, 0.29, 0.27, 0.39, 0.24, -0.06, 0.16, 0.34, 0.36, 0.21, 0.98, -0.90, 0.09, 0.03, -0.40, -1.35, 0.22, -0.90, 0.31, -0.54, -0.24, -0.04, 0.65, -0.49, 0.38, -0.49, -0.19, 0.96, 0.60, 0.29, 0.27, 0.25, 0.28, -0.81, -0.30, -0.45, -0.80, 0.36, -1.68, 1.70, -0.43, -0.82, 0.23, 0.36, 0.30, 0.40, 0.17, 0.44, 0.20, 0.27, 0.46, 0.46, -0.32, -0.62, 0.59, 0.44, -0.13, -0.83, -0.40, -0.29, -0.86, -0.37, 0.12, -1.32, -0.04, -1.09, 0.34, 0.35, 0.29, 0.34, 0.41, 0.39, 0.33, 0.35, 0.10, 0.18, 0.22, 0.43, 0.43, 0.08, 0.52, -0.79, -0.01, 1.18, -1.45, 0.36, -0.56, -1.06, 0.89, -1.45, 0.25, 0.21, 0.22, -0.79, 0.28, 0.34, 0.50, -0.22, 0.36, 0.25, 0.38, 0.41, 0.35, 0.26, 0.56, 0.06, -0.11, -0.25, -0.23, 0.25, 0.20, 0.06, 0.08, 0.01, -0.88, 1.84, 0.46, -0.30, -0.88, -0.12, 0.30, -0.12, 0.22, -0.25, -0.04, 0.24, -0.10, 0.24, -0.30, 0.56, -0.65, -0.47, 0.21, 0.26, 0.09, -0.13, 0.00, 0.06, -0.29, -0.39, 0.42, 0.25, 0.15, 0.05, -0.43, -1.41, 1.96, 0.84, 0.00, -1.78, 1.62, 0.19, -0.57, -1.72, -1.62, -1.20, -0.28, 0.47, 0.60, -0.64, -0.61, -0.13, 0.73, 0.07, 0.63, 0.31, 0.49, 0.42, 0.30, 0.32, 0.38, 0.34, -0.37, 0.44, 0.35, -1.81, 2.15, -1.30, -1.09, -1.33, 1.34, 0.67, 0.03, -1.55, -1.49, -1.82, 0.43, 0.49, 0.12, 0.32, 0.58, 0.48, 0.37, 0.59, 0.33, 0.45, -0.10, 0.50, 0.30, 0.16, 0.42, 0.01, -0.05, 0.69, -0.13]}